(1)
This record from the Open Molecules 2025 dataset describes a structure of composition C42H60BiBrNO3S4Sb. The level of theory is ωB97M-V with the def2-TZVPD basis set.

Computed properties:
LUMO energy   3.4 eV
Net charge   -2
ΔE to the lowest compared entry with this formula, charge and spin   0.811 eV
HOMO-LUMO gap   0.2027 Ha

Each line ends with the Löwdin charge.
Positions of all 113 atoms, in Å:
1 Bi -0.572 -0.269 1.889  1.355
2 C 1.355 5.328 -2.069  -0.056
3 C 1.957 4.056 -2.686  -0.560
4 C 3.399 4.366 -3.090  -0.081
5 C 1.172 3.696 -3.959  -0.054
6 C 1.867 2.894 -1.696  -0.193
7 C 0.620 2.528 -1.197  0.023
8 C 0.460 1.405 -0.391  -0.213
9 N -0.768 0.953 0.061  -0.109
10 C -1.855 1.832 0.213  -0.260
11 C -2.631 2.194 -0.876  0.013
12 C -3.692 3.082 -0.722  -0.185
13 C -3.961 3.521 0.570  -0.014
14 C -3.265 3.111 1.708  -0.084
15 C -2.154 2.254 1.537  -0.341
16 O -1.406 1.794 2.508  -0.316
17 C -3.768 3.637 3.064  -0.530
18 C -3.544 5.155 3.129  -0.057
19 C -3.091 3.000 4.282  -0.082
20 C -5.275 3.339 3.194  -0.059
21 C -4.543 3.570 -1.894  -0.562
22 C -4.126 2.919 -3.214  -0.074
23 C -6.020 3.232 -1.643  -0.057
24 C -4.390 5.092 -2.041  -0.056
25 C 1.602 0.653 0.006  -0.295
26 O 1.410 -0.376 0.815  -0.257
27 C 2.874 1.055 -0.440  -0.096
28 C 2.970 2.143 -1.313  -0.008
29 C 4.116 0.269 -0.005  -0.531
30 C 4.012 -1.190 -0.487  -0.041
31 C 5.403 0.859 -0.589  -0.087
32 C 4.252 0.304 1.527  -0.041
33 H 1.408 6.162 -2.778  0.074
34 H 0.309 5.178 -1.796  0.072
35 H 1.902 5.601 -1.164  0.087
36 H 3.408 5.203 -3.793  0.074
37 H 4.001 4.643 -2.221  0.084
38 H 3.870 3.509 -3.578  0.080
39 H 1.225 4.511 -4.691  0.074
40 H 1.581 2.790 -4.412  0.087
41 H 0.122 3.508 -3.727  0.071
42 H -0.270 3.090 -1.452  0.099
43 H -2.367 1.771 -1.837  0.112
44 H -4.779 4.221 0.710  0.093
45 H -2.477 5.380 3.064  0.088
46 H -4.049 5.667 2.306  0.068
47 H -3.927 5.559 4.073  0.075
48 H -2.014 3.138 4.276  0.070
49 H -3.503 3.449 5.194  0.079
50 H -3.278 1.925 4.312  0.051
51 H -5.874 3.907 2.478  0.065
52 H -5.456 2.276 3.024  0.091
53 H -5.622 3.597 4.200  0.075
54 H -4.213 1.832 -3.159  0.086
55 H -4.773 3.273 -4.021  0.076
56 H -3.094 3.170 -3.470  0.078
57 H -6.140 2.155 -1.508  0.090
58 H -6.393 3.729 -0.746  0.071
59 H -6.640 3.550 -2.489  0.074
60 H -3.341 5.351 -2.201  0.083
61 H -4.975 5.462 -2.891  0.075
62 H -4.730 5.608 -1.141  0.073
63 H 3.947 2.413 -1.692  0.073
64 H 3.987 -1.228 -1.579  0.086
65 H 4.875 -1.766 -0.134  0.076
66 H 3.103 -1.657 -0.108  0.070
67 H 5.411 0.806 -1.681  0.078
68 H 5.534 1.902 -0.286  0.080
69 H 6.258 0.288 -0.218  0.076
70 H 3.378 -0.132 2.005  0.059
71 H 5.137 -0.262 1.840  0.078
72 H 4.358 1.335 1.873  0.087
73 C 1.413 -6.131 -3.500  -0.061
74 C 1.060 -6.617 -2.087  -0.562
75 C 2.183 -7.547 -1.620  -0.076
76 C -0.243 -7.430 -2.147  -0.054
77 C 0.863 -5.436 -1.139  -0.195
78 C 0.008 -4.396 -1.480  -0.120
79 C -0.261 -3.386 -0.580  -0.552
80 Br -1.461 -2.041 -1.186  0.769
81 C 0.263 -3.321 0.738  -0.366
82 O -0.165 -2.488 1.656  -0.341
83 C 1.240 -4.326 1.027  -0.076
84 C 1.458 -5.352 0.111  -0.008
85 C 2.064 -4.414 2.326  -0.520
86 C 1.519 -5.561 3.189  -0.045
87 C 3.537 -4.703 1.957  -0.059
88 C 2.054 -3.146 3.177  -0.097
89 H 1.553 -6.985 -4.171  0.074
90 H 2.335 -5.546 -3.480  0.088
91 H 0.627 -5.502 -3.919  0.071
92 H 2.315 -8.356 -2.344  0.076
93 H 1.949 -7.995 -0.652  0.079
94 H 3.129 -7.005 -1.530  0.087
95 H -0.152 -8.262 -2.855  0.074
96 H -1.080 -6.800 -2.455  0.079
97 H -0.480 -7.834 -1.160  0.087
98 H -0.481 -4.365 -2.444  0.085
99 H 2.150 -6.132 0.404  0.085
100 H 1.511 -6.506 2.638  0.072
101 H 0.500 -5.332 3.508  0.067
102 H 2.141 -5.684 4.083  0.082
103 H 3.692 -5.740 1.646  0.065
104 H 4.177 -4.519 2.825  0.074
105 H 3.861 -4.048 1.146  0.078
106 H 1.083 -2.995 3.638  0.006
107 H 2.296 -2.264 2.581  0.061
108 H 2.799 -3.243 3.975  0.084
109 S -1.723 -3.433 4.907  -0.342
110 Sb -2.787 -1.442 4.694  0.230
111 S 0.586 -0.291 4.156  0.008
112 S -2.912 -1.015 2.238  -0.071
113 S -0.932 0.265 5.353  -0.165

***

(2)
This record from the Open Molecules 2025 dataset describes a cluster of 10 separate species, C42H60F16N4O10 in total. The level of theory is ωB97M-V with the def2-TZVPD basis set.

Computed properties:
Structure (SMILES)   FC(F)C(F)(F)COC(F)(F)C(F)F.FC(F)C(F)(F)COC(F)(F)C(F)F.O=C1CCCO1.O=C1CCCO1.O=C1CCCO1.O=C1CCCO1.CCCC#N.CCCC#N.CCCC#N.CCCC#N
LUMO energy   0.1 eV
Net charge   0
ΔE to the lowest compared entry with this formula, charge and spin   0.000 eV
HOMO-LUMO gap   0.3587 Ha

Each line ends with the Löwdin charge.
Positions of all 132 atoms, in Å:
1 F -7.035 1.287 -4.864  0.111
2 C -6.177 2.080 -4.199  -0.304
3 F -6.306 3.384 -4.558  0.099
4 C -6.313 1.925 -2.683  -0.447
5 F -7.425 2.498 -2.200  0.150
6 F -5.248 2.622 -2.172  0.108
7 C -6.223 0.497 -2.280  -0.055
8 O -4.896 0.058 -2.465  0.068
9 C -4.691 -1.054 -1.792  -0.573
10 F -4.675 -0.792 -0.467  0.146
11 F -5.726 -1.914 -1.981  0.134
12 C -3.422 -1.830 -2.206  -0.203
13 F -2.330 -1.115 -2.723  0.046
14 F -3.003 -2.596 -1.159  0.090
15 H -5.154 1.778 -4.464  0.148
16 H -6.881 -0.140 -2.865  0.152
17 H -6.521 0.354 -1.239  0.158
18 H -3.673 -2.510 -3.035  0.173
19 F -2.239 -4.040 3.956  0.093
20 C -1.097 -3.363 4.280  -0.262
21 F -1.267 -2.714 5.496  0.059
22 C 0.058 -4.359 4.387  -0.415
23 F -0.368 -5.426 5.108  0.129
24 F 1.090 -3.762 5.119  0.091
25 C 0.489 -4.780 3.015  -0.090
26 O 1.689 -5.463 3.061  0.064
27 C 1.834 -6.420 2.134  -0.561
28 F 0.907 -7.339 2.240  0.199
29 F 1.752 -5.808 0.881  0.113
30 C 3.238 -7.012 2.303  -0.291
31 F 3.524 -7.819 1.267  0.106
32 F 4.134 -6.007 2.329  0.110
33 H -0.904 -2.608 3.505  0.168
34 H 0.612 -3.895 2.376  0.151
35 H -0.337 -5.312 2.528  0.162
36 H 3.268 -7.599 3.230  0.179
37 O 7.298 2.623 -0.205  0.143
38 C 6.267 3.175 -0.225  -0.535
39 C 5.903 4.587 0.205  -0.071
40 C 4.677 4.890 -0.643  -0.138
41 C 4.049 3.467 -0.809  -0.157
42 O 5.148 2.541 -0.650  -0.005
43 H 5.617 4.534 1.254  0.130
44 H 6.811 5.157 0.020  0.123
45 H 3.969 5.538 -0.133  0.108
46 H 4.844 5.278 -1.644  0.110
47 H 3.226 3.285 -0.130  0.080
48 H 3.742 3.354 -1.847  0.112
49 O 5.537 1.643 2.642  0.175
50 C 4.822 0.829 3.043  -0.538
51 C 3.404 0.567 2.607  -0.062
52 C 3.152 -0.859 3.084  -0.148
53 C 4.219 -1.080 4.156  -0.134
54 O 5.181 -0.014 4.016  0.043
55 H 2.706 1.210 3.148  0.110
56 H 3.347 0.767 1.541  0.119
57 H 2.152 -0.978 3.490  0.093
58 H 3.268 -1.621 2.308  0.113
59 H 3.800 -0.978 5.161  0.118
60 H 4.672 -2.052 4.067  0.116
61 O -2.188 -5.481 -0.540  0.137
62 C -1.285 -5.113 -1.194  -0.543
63 C -1.082 -5.320 -2.696  -0.067
64 C 0.384 -4.978 -2.886  -0.144
65 C 0.620 -3.967 -1.748  -0.156
66 O -0.275 -4.395 -0.707  0.009
67 H -1.506 -6.257 -3.028  0.123
68 H -1.690 -4.533 -3.168  0.122
69 H 1.000 -5.875 -2.887  0.116
70 H 0.575 -4.446 -3.822  0.116
71 H 1.672 -3.967 -1.485  0.112
72 H 0.330 -2.974 -2.087  0.101
73 O 0.259 2.406 3.486  0.124
74 C 0.246 2.074 4.627  -0.487
75 C -0.534 2.617 5.810  -0.062
76 C -0.036 1.789 7.011  -0.127
77 C 0.674 0.544 6.387  -0.105
78 O 0.886 0.951 5.013  -0.013
79 H -0.348 3.664 6.029  0.124
80 H -1.579 2.455 5.550  0.128
81 H 0.759 2.295 7.553  0.110
82 H -0.872 1.577 7.672  0.111
83 H 1.660 0.442 6.823  0.119
84 H 0.083 -0.363 6.348  0.114
85 C 5.176 -2.230 -4.829  -0.104
86 C 5.529 -1.284 -3.673  -0.252
87 C 5.013 -1.755 -2.308  -0.185
88 C 3.630 -1.413 -2.059  -0.202
89 N 2.501 -1.235 -1.940  0.185
90 H 5.704 -3.178 -4.688  0.073
91 H 5.392 -1.825 -5.810  0.069
92 H 4.105 -2.450 -4.754  0.071
93 H 5.036 -0.334 -3.914  0.111
94 H 6.591 -1.062 -3.652  0.107
95 H 5.626 -1.285 -1.537  0.121
96 H 5.182 -2.827 -2.155  0.125
97 C -3.264 4.638 1.801  -0.114
98 C -4.721 5.066 1.833  -0.254
99 C -5.419 4.950 0.486  -0.197
100 C -5.043 6.034 -0.404  -0.250
101 N -4.781 6.888 -1.100  0.152
102 H -2.677 4.997 2.649  0.073
103 H -2.678 4.972 0.937  0.080
104 H -3.171 3.545 1.835  0.063
105 H -4.749 6.114 2.131  0.113
106 H -5.242 4.417 2.535  0.109
107 H -6.494 5.117 0.642  0.124
108 H -5.389 3.956 0.046  0.104
109 C -0.203 -0.565 -0.389  -0.127
110 C -0.118 0.462 0.749  -0.220
111 C -0.817 1.768 0.301  -0.156
112 C 0.144 2.657 -0.407  -0.218
113 N 0.870 3.389 -0.848  0.165
114 H -1.232 -0.942 -0.462  0.053
115 H 0.282 -1.529 -0.224  0.050
116 H 0.087 -0.149 -1.349  0.061
117 H 0.926 0.644 0.969  0.089
118 H -0.720 0.039 1.554  0.104
119 H -1.164 2.457 1.075  0.089
120 H -1.600 1.547 -0.431  0.109
121 C -2.344 1.652 -4.211  -0.125
122 C -2.533 3.097 -4.581  -0.238
123 C -2.207 3.394 -6.056  -0.173
124 C -2.404 2.292 -6.966  -0.267
125 N -2.565 1.455 -7.708  0.156
126 H -2.497 1.379 -3.173  0.053
127 H -1.428 1.145 -4.534  0.090
128 H -3.081 1.121 -4.836  0.064
129 H -1.931 3.750 -3.950  0.112
130 H -3.578 3.374 -4.427  0.088
131 H -1.169 3.721 -6.117  0.124
132 H -2.825 4.211 -6.429  0.122

***

(3)
This record from the Open Molecules 2025 dataset describes a structure of composition C42H61B2N12S3W. The level of theory is ωB97M-V with the def2-TZVPD basis set.

Computed properties:
LUMO energy   -10.2 eV
Net charge   +3
HOMO-LUMO gap   0.2201 Ha

Each line ends with the Löwdin charge.
Positions of all 121 atoms, in Å:
1 W 1.186 0.370 1.635  1.456
2 C 0.051 4.595 -1.843  -0.023
3 C -0.014 3.145 -2.151  -0.225
4 C -0.287 2.660 -3.414  0.111
5 C -0.338 1.268 -3.648  -0.171
6 N -0.083 0.432 -2.668  0.201
7 N 0.145 0.873 -1.454  -0.023
8 B -0.054 -0.160 -0.325  -0.739
9 N 0.370 -1.543 -0.881  -0.029
10 N -0.551 -2.326 -1.401  0.203
11 C -0.212 -3.436 -2.019  -0.171
12 C 1.152 -3.794 -2.147  0.117
13 C 2.130 -3.010 -1.577  -0.219
14 C 3.569 -3.363 -1.618  -0.028
15 C 1.684 -1.842 -0.906  -0.558
16 S 2.740 -0.782 -0.065  0.857
17 C -1.311 -4.258 -2.641  -0.539
18 C -1.432 -3.755 -4.092  -0.014
19 C -2.630 -4.030 -1.901  -0.036
20 C -0.978 -5.755 -2.656  -0.032
21 N -1.569 -0.100 -0.023  -0.015
22 N -2.342 0.644 -0.798  0.209
23 C -3.634 0.699 -0.589  -0.171
24 C -4.232 -0.163 0.365  0.112
25 C -3.445 -0.891 1.227  -0.218
26 C -4.001 -1.723 2.320  -0.022
27 C -2.040 -0.746 1.060  -0.568
28 S -0.872 -1.226 2.220  0.853
29 C -4.431 1.735 -1.335  -0.534
30 C -3.539 2.551 -2.272  -0.031
31 C -5.564 1.072 -2.126  -0.011
32 C -5.007 2.696 -0.278  -0.016
33 C 0.170 2.176 -1.133  -0.547
34 S 0.349 2.545 0.539  0.853
35 C -0.742 0.633 -4.957  -0.527
36 C -2.093 -0.073 -4.726  -0.032
37 C -0.892 1.652 -6.086  -0.033
38 C 0.314 -0.416 -5.321  -0.027
39 H -0.717 5.141 -2.386  0.105
40 H 1.012 5.002 -2.164  0.111
41 H -0.057 4.775 -0.775  0.060
42 H -0.475 3.346 -4.222  0.138
43 H 1.423 -4.698 -2.668  0.139
44 H 3.700 -4.427 -1.796  0.103
45 H 4.069 -3.079 -0.696  0.069
46 H 4.066 -2.829 -2.429  0.112
47 H -1.843 -2.751 -4.104  0.059
48 H -2.097 -4.412 -4.643  0.104
49 H -0.468 -3.748 -4.596  0.093
50 H -2.808 -2.968 -1.754  0.062
51 H -2.608 -4.522 -0.932  0.091
52 H -3.450 -4.445 -2.476  0.098
53 H -0.207 -5.998 -3.384  0.088
54 H -1.871 -6.306 -2.940  0.101
55 H -0.667 -6.107 -1.675  0.097
56 H -5.306 -0.219 0.452  0.140
57 H -5.085 -1.683 2.323  0.100
58 H -3.628 -1.379 3.283  0.090
59 H -3.692 -2.761 2.211  0.103
60 H -3.069 1.921 -3.019  0.056
61 H -2.761 3.058 -1.706  0.076
62 H -4.143 3.300 -2.776  0.106
63 H -5.163 0.437 -2.913  0.091
64 H -6.184 1.836 -2.585  0.103
65 H -6.202 0.469 -1.486  0.085
66 H -4.204 3.138 0.310  0.088
67 H -5.702 2.202 0.394  0.090
68 H -5.537 3.498 -0.785  0.102
69 H -2.915 0.638 -4.713  0.076
70 H -2.087 -0.615 -3.783  0.062
71 H -2.274 -0.768 -5.540  0.098
72 H -1.686 2.365 -5.880  0.090
73 H -1.151 1.131 -7.004  0.104
74 H 0.037 2.189 -6.260  0.097
75 H 0.444 -1.113 -4.498  0.061
76 H 1.267 0.059 -5.534  0.095
77 H 0.003 -0.966 -6.202  0.098
78 C 3.434 2.508 -0.467  -0.049
79 C 3.776 2.187 0.944  -0.314
80 C 4.946 2.540 1.592  0.074
81 C 4.810 2.116 2.911  -0.209
82 C 5.799 2.238 3.999  0.021
83 N 3.603 1.538 3.023  0.046
84 N 2.958 1.555 1.822  -0.125
85 B 2.934 0.939 4.273  -0.491
86 N 1.520 1.532 4.399  0.048
87 N 0.592 1.396 3.406  -0.109
88 C -0.525 2.044 3.818  -0.298
89 C -1.757 2.167 2.996  -0.044
90 C -0.304 2.576 5.076  0.076
91 C 1.003 2.238 5.419  -0.208
92 C 1.723 2.579 6.660  0.019
93 N 2.805 -0.572 4.028  0.042
94 N 2.104 -1.059 2.962  -0.115
95 C 2.215 -2.410 3.004  -0.306
96 C 1.543 -3.352 2.070  -0.047
97 C 3.003 -2.765 4.087  0.073
98 C 3.363 -1.579 4.719  -0.212
99 C 4.195 -1.407 5.926  0.019
100 H 4.345 2.786 -0.992  0.104
101 H 2.759 3.365 -0.503  0.070
102 H 2.968 1.672 -0.993  0.027
103 H 5.785 3.044 1.160  0.136
104 H 6.685 2.735 3.617  0.102
105 H 6.083 1.258 4.378  0.096
106 H 5.411 2.814 4.836  0.101
107 H 3.567 1.152 5.232  0.123
108 H -1.756 1.463 2.164  0.013
109 H -1.832 3.178 2.596  0.093
110 H -2.631 1.997 3.618  0.106
111 H -0.995 3.139 5.666  0.136
112 H 1.081 3.175 7.303  0.102
113 H 2.626 3.147 6.443  0.101
114 H 2.020 1.684 7.204  0.101
115 H 1.084 -2.849 1.222  0.008
116 H 0.762 -3.889 2.608  0.100
117 H 2.253 -4.095 1.710  0.105
118 H 3.273 -3.757 4.379  0.136
119 H 4.458 -2.377 6.338  0.103
120 H 3.663 -0.833 6.682  0.097
121 H 5.119 -0.879 5.696  0.096

***

no.,strongest force on any atom (eV Å⁻¹),energy (eV),highest occupied orbital energy (eV)
1,0.76,-177926.8974,-2.1
2,4.25,-114441.4017,-9.7
3,1.71,-98093.1221,-16.2